(1)
9
Properties=species:S:1:pos:R:3:nbo_charge:R:1 method="wB97M-V/def2-TZVPD" total_charge=+1 e_tot_ev=-18076.4291 orbital_gap_ha="0.295 / 0.259" e_above_lowest_kcal_mol=97.6 multiplicity=1
C -0.081 -0.805 0.253 -0.42
C -2.127 1.068 -0.010 -0.03
C 0.975 0.251 0.053 0.73
O 0.675 1.414 -0.008 -0.46
O 2.207 -0.234 -0.077 -0.64
S -1.681 -0.468 -0.007 0.76
H 0.252 -1.800 0.667 0.30
H -2.664 1.700 -0.561 0.22
H 2.445 -1.125 -0.310 0.53

***

(2)
17
Properties=species:S:1:pos:R:3:nbo_charge:R:1 method="wB97M-V/def2-TZVPD" e_tot_ev=-9441.3781 orbital_gap_ha=0.390 smiles="CCO[C@@H](C)C=O" e_above_lowest_kcal_mol=38.4 multiplicity=1
C 2.356 -0.809 -0.252 -0.62
C 1.043 -0.861 0.503 -0.06
O 0.377 0.383 0.345 -0.54
C -1.026 0.280 0.309 -0.01
C -1.613 1.669 0.523 -0.61
C -1.460 -0.240 -1.057 0.42
O -2.500 -0.814 -1.267 -0.51
H 2.960 0.036 0.090 0.22
H 2.925 -1.731 -0.099 0.21
H 2.172 -0.686 -1.324 0.21
H 0.422 -1.684 0.119 0.17
H 1.209 -1.051 1.573 0.17
H -1.406 -0.409 1.079 0.19
H -2.705 1.631 0.473 0.22
H -1.309 2.050 1.502 0.23
H -1.244 2.360 -0.242 0.22
H -0.731 -0.011 -1.869 0.11

***

(3)
41
Properties=species:S:1:pos:R:3:nbo_charge:R:1 method="wB97M-V/def2-TZVPD" total_charge=+1 e_tot_ev=-61773.7356 orbital_gap_ha=0.266 multiplicity=1
O 0.695 -2.318 3.797 -0.89
S 0.021 -3.027 2.773 2.42
O -1.096 -3.770 3.200 -0.88
F 0.929 -3.994 1.985 -0.44
C -0.554 -1.895 1.492 -0.36
C -1.979 -1.430 1.868 -0.10
O -2.587 -0.707 0.829 -0.48
C -1.822 0.359 0.306 -0.25
P -2.155 1.981 1.228 1.12
O -1.255 1.931 2.618 -0.99
Cl -1.104 3.308 0.020 -0.31
C -0.323 0.056 0.139 -0.27
N 0.246 -0.653 1.348 -0.39
C 1.718 -0.857 1.192 0.31
C 2.514 -0.466 2.216 -0.25
C 3.874 -0.619 2.051 -0.12
C 4.326 -1.140 0.860 -0.22
C 3.400 -1.501 -0.083 0.07
N 2.089 -1.364 0.052 -0.43
H -0.585 -2.446 0.550 0.29
H -1.906 -0.825 2.787 0.19
H -2.617 -2.280 2.094 0.27
H -2.205 0.547 -0.701 0.26
H -0.359 2.272 2.465 0.50
H -0.206 -0.596 -0.727 0.26
H 0.307 0.927 -0.048 0.26
H 0.064 -0.079 2.180 0.46
H 2.125 -0.032 3.130 0.25
H 4.598 -0.326 2.799 0.25
H 5.387 -1.247 0.688 0.25
H 3.761 -1.893 -1.029 0.22
N -1.771 2.581 -3.157 -0.52
C -1.310 1.328 -3.468 -0.09
C -1.144 1.264 -4.826 -0.29
C -1.516 2.528 -5.355 -0.29
C -1.895 3.317 -4.302 -0.06
H -1.984 2.906 -2.230 0.41
H -1.139 0.592 -2.701 0.17
H -0.796 0.408 -5.379 0.23
H -1.505 2.823 -6.390 0.23
H -2.242 4.336 -4.270 0.22

***

(4)
23
Properties=species:S:1:pos:R:3:nbo_charge:R:1 method="wB97M-V/def2-TZVPD" e_tot_ev=-12022.3078 orbital_gap_ha=0.380 smiles=COC[C@H](C)N.O.O e_above_lowest_kcal_mol=44.1 multiplicity=1
C -0.450 0.542 0.129 -0.62
C 1.002 0.400 -0.416 -0.07
C 1.358 -0.999 -1.065 -0.08
O 1.214 -2.110 -0.116 -0.54
C 2.392 -2.297 0.643 -0.27
N 1.062 1.388 -1.515 -0.81
H -0.604 1.543 0.530 0.23
H -0.715 -0.338 0.717 0.22
H -1.114 0.433 -0.728 0.18
H 1.693 0.672 0.382 0.17
H 2.263 -1.142 -1.655 0.18
H 0.545 -1.237 -1.750 0.19
H 2.309 -1.679 1.537 0.17
H 3.399 -2.044 0.309 0.17
H 2.347 -3.367 0.844 0.19
H 2.070 1.445 -1.553 0.35
H 0.742 2.217 -1.035 0.35
O -2.817 0.805 2.656 -0.94
H -2.550 0.171 1.990 0.47
H -3.713 1.043 2.416 0.47
O -3.400 1.694 -0.433 -0.94
H -2.917 0.979 -0.847 0.47
H -4.116 1.882 -1.040 0.47